Entry 1:
{"formula": "C5H11O2", "method": "wB97M-V/def2-TZVPD", "symbols": ["C", "C", "C", "O", "H", "H", "H", "H", "H", "H", "C", "O", "C", "H", "H", "H", "H", "H"], "positions_angstrom": [[1.760, -0.785, 0.938], [0.611, -1.704, 1.110], [-0.398, -1.573, 0.178], [-1.647, -2.138, 0.495], [2.637, -1.324, 0.503], [1.513, 0.010, 0.219], [2.002, -0.340, 1.952], [0.688, -2.534, 1.758], [-0.356, -0.847, -0.643], [-2.151, -2.151, -0.317], [-0.511, 1.753, -1.153], [0.468, 0.824, -1.102], [-0.189, 2.995, -0.294], [-1.510, 1.388, -0.775], [-0.691, 2.222, -2.158], [-1.084, 3.661, -0.360], [0.634, 3.621, -0.730], [0.107, 2.696, 0.735]], "atomic_forces_ev_per_a": [[1.338, 0.090, 0.538], [-1.746, 0.818, -3.611], [0.615, -0.297, 3.114], [0.617, -0.412, -0.566], [-0.143, 0.346, 0.666], [-0.101, -0.033, 0.338], [0.172, -0.380, -1.091], [-0.456, -0.595, 1.063], [0.115, 0.122, 0.197], [-0.245, 0.024, -0.182], [0.811, 0.346, 0.403], [-0.413, 0.241, -0.717], [-0.011, 0.878, -0.241], [0.087, 0.009, -0.223], [-0.214, -0.444, -0.145], [0.361, -0.245, 0.660], [-0.363, -0.789, 0.276], [-0.423, 0.320, -0.479]], "e_homo_ev": -2.89, "total_energy_ha": -347.52849, "charge": -1, "max_force_ev_per_a": 4.094, "relative_energy_kcal_mol": 76.04, "multiplicity": 1}

Entry 2:
{"formula": "C5H11O2", "method": "wB97M-V/def2-TZVPD", "symbols": ["O", "C", "C", "C", "C", "C", "O", "H", "H", "H", "H", "H", "H", "H", "H", "H", "H", "H"], "positions_angstrom": [[-3.175, -0.756, 1.869], [-2.016, -1.211, 1.320], [-1.187, -0.066, 0.469], [0.190, -0.624, -0.040], [0.913, -0.025, -1.294], [1.709, 1.307, -0.954], [3.107, 1.289, -1.046], [-2.079, -2.032, 0.601], [-1.295, -1.518, 2.121], [-1.047, 0.918, 0.981], [-1.843, 0.188, -0.307], [0.910, -0.605, 0.767], [0.094, -1.695, -0.270], [0.278, 0.153, -2.213], [1.710, -0.668, -1.762], [1.432, 1.805, -0.008], [1.489, 2.195, -1.680], [3.237, 0.696, -1.817]], "atomic_forces_ev_per_a": [[0.800, -0.528, -0.895], [0.110, 2.670, 1.279], [1.222, -0.708, 0.983], [-0.309, -0.299, -1.018], [0.783, 1.414, -0.437], [-2.051, 2.841, -1.482], [1.018, -1.904, -0.506], [-0.170, -0.585, -0.477], [0.202, -0.308, -0.208], [-0.027, -0.928, 0.291], [-0.918, 0.174, -1.653], [0.263, 0.154, 0.366], [-0.389, 0.022, 0.134], [0.081, 0.012, 1.310], [-0.540, -0.104, 0.883], [0.108, -0.932, 0.058], [-0.676, -1.581, 0.653], [0.490, 0.588, 0.720]], "e_homo_ev": -2.22, "total_energy_ha": -347.52461, "charge": -1, "max_force_ev_per_a": 3.805, "smiles": "[O-]CCCCCO", "relative_energy_kcal_mol": 78.48, "multiplicity": 1}

Entry 3:
{"formula": "C5H11O2", "method": "wB97M-V/def2-TZVPD", "symbols": ["C", "C", "H", "H", "H", "H", "H", "H", "C", "C", "C", "O", "O", "H", "H", "H", "H", "H"], "positions_angstrom": [[2.521, -0.917, 1.399], [1.817, -1.717, 0.164], [2.829, -1.614, 2.225], [3.310, -0.315, 0.876], [1.684, -0.314, 1.650], [2.559, -2.481, -0.176], [1.766, -1.017, -0.615], [0.899, -2.142, 0.413], [-1.235, 1.301, -0.295], [-2.555, 0.675, 0.135], [-1.185, 1.256, -1.798], [-2.245, 1.498, -2.347], [-0.081, 0.991, -2.306], [-0.996, 2.398, -0.294], [-0.389, 0.734, 0.238], [-2.759, 0.900, 1.076], [-2.538, -0.439, 0.016], [-3.401, 1.203, -0.363]], "atomic_forces_ev_per_a": [[-0.581, -1.700, -2.370], [4.149, -0.240, 1.581], [-0.064, 0.996, -0.883], [-0.405, -0.560, 1.221], [-0.190, 1.068, 1.109], [-0.898, 0.252, 0.161], [-0.555, 0.918, -1.205], [-1.480, -0.718, 0.378], [2.345, -0.816, 1.291], [-0.157, 0.041, -3.770], [-3.058, -0.214, -0.569], [0.478, 0.169, -1.001], [1.961, -0.410, -0.501], [-0.788, -0.656, 1.258], [-0.890, 1.066, -0.938], [-0.367, 0.682, 4.685], [-0.146, 1.123, -0.186], [0.644, -1.003, -0.261]], "e_homo_ev": [-10.53, -10.40], "total_energy_ha": -347.46758, "charge": 0, "max_force_ev_per_a": 4.748, "relative_energy_kcal_mol": 31.68, "multiplicity": 2}